Entry from the OMol25 dataset: a 13-piece molecular cluster, C54H131N13O8 overall in a non-equilibrium geometry (ωB97M-V with the def2-TZVPD basis set).

Positions of all 206 atoms, in Å:
C (-1.581408, 1.122866, 2.654553)
C (-2.968304, 1.358046, 3.119762)
N (-3.461198, 0.502085, 4.211297)
C (-4.777172, 0.925673, 4.597995)
C (-5.459740, -0.039861, 5.603728)
C (-2.517373, 0.242017, 5.306888)
C (-2.078899, 1.583622, 5.930869)
H (-0.830917, 1.554388, 3.343466)
H (-1.468357, 1.547357, 1.659699)
H (-1.346288, 0.034770, 2.592351)
H (-3.127844, 2.421760, 3.376965)
H (-3.699127, 1.081531, 2.317513)
H (-4.912233, 2.023381, 4.881965)
H (-5.448799, 0.903049, 3.704340)
H (-6.544037, 0.118699, 5.488311)
H (-5.200353, -1.051894, 5.329403)
H (-5.214013, 0.173253, 6.598357)
H (-1.658498, -0.253843, 4.912435)
H (-2.981243, -0.450270, 5.991020)
H (-1.839601, 2.340478, 5.194185)
H (-1.273527, 1.434424, 6.638735)
H (-2.871571, 1.950794, 6.558525)
C (-2.162242, 4.648522, -6.343133)
C (-1.137779, 4.595734, -5.221720)
N (-1.062088, 3.310582, -4.513097)
C (-1.074161, 2.093504, -5.312752)
C (-1.862251, 0.968233, -4.649904)
C (-0.095643, 3.279547, -3.451353)
C (-0.343930, 4.320547, -2.331862)
H (-3.206534, 4.412595, -6.020359)
H (-1.925360, 3.969125, -7.131630)
H (-2.204133, 5.648482, -6.782552)
H (-0.131485, 4.828306, -5.661631)
H (-1.475894, 5.357378, -4.494880)
H (-1.597914, 2.343423, -6.245056)
H (-0.029325, 1.799922, -5.526418)
H (-1.525428, 0.691180, -3.649258)
H (-2.958790, 1.217327, -4.587563)
H (-1.883877, 0.083130, -5.288129)
H (0.922459, 3.464766, -3.797517)
H (-0.111534, 2.316693, -2.911728)
H (-0.096294, 5.331509, -2.642829)
H (0.293615, 4.022457, -1.533644)
H (-1.373596, 4.276571, -2.002243)
C (6.774646, -3.522995, -2.948796)
C (6.169788, -4.456799, -1.880760)
N (4.723069, -4.458899, -1.920274)
C (4.137286, -3.157805, -1.637765)
C (4.598465, -2.502500, -0.317474)
C (4.091699, -5.547204, -1.160495)
C (4.060860, -6.838597, -2.010994)
H (6.582185, -2.457167, -2.583896)
H (6.431521, -3.691100, -3.983548)
H (7.854110, -3.592661, -2.909288)
H (6.476539, -5.490825, -1.977923)
H (6.530667, -4.027095, -0.935740)
H (4.399080, -2.490278, -2.454032)
H (3.068771, -3.266477, -1.674089)
H (4.107150, -3.000189, 0.500015)
H (5.653454, -2.331078, -0.109438)
H (4.118738, -1.526542, -0.389951)
H (3.087601, -5.263435, -0.837596)
H (4.602260, -5.773105, -0.202961)
H (5.062261, -7.172086, -2.210200)
H (3.565401, -6.586568, -2.953661)
H (3.538386, -7.635378, -1.477481)
C (-1.521115, -4.496190, -1.188328)
C (-2.609216, -4.177290, -0.195389)
N (-2.373904, -4.575538, 1.249842)
C (-3.429576, -3.992914, 2.056704)
C (-3.124240, -2.536656, 2.496141)
C (-2.451100, -6.036929, 1.335416)
C (-1.879267, -6.574876, 2.599000)
H (-1.852549, -4.320723, -2.246033)
H (-1.287559, -5.550682, -1.086065)
H (-0.704872, -3.823578, -0.962165)
H (-2.702813, -3.075927, -0.237313)
H (-3.560050, -4.685752, -0.504167)
H (-3.488770, -4.586097, 2.977511)
H (-4.423421, -4.010864, 1.563718)
H (-3.707830, -2.345280, 3.394906)
H (-3.273312, -1.829769, 1.687425)
H (-2.095658, -2.421187, 2.846666)
H (-3.491704, -6.403711, 1.212241)
H (-1.920855, -6.511617, 0.482674)
H (-1.995174, -7.664377, 2.589256)
H (-0.780456, -6.382704, 2.596796)
H (-2.345790, -6.222170, 3.518518)
C (4.464245, 3.696021, 1.939624)
C (3.038648, 4.332668, 1.797880)
N (2.088744, 4.135631, 2.905016)
C (2.289083, 4.942147, 4.076588)
C (1.924914, 6.399625, 3.818649)
C (1.882435, 2.719327, 3.314630)
C (2.900028, 2.066043, 4.250914)
H (5.017815, 4.001928, 2.814944)
H (5.063918, 4.122448, 1.166783)
H (4.456873, 2.585324, 1.880872)
H (3.087132, 5.443089, 1.599805)
H (2.593428, 3.862395, 0.936917)
H (1.559776, 4.563729, 4.798083)
H (3.297157, 4.792657, 4.434921)
H (2.673730, 6.916996, 3.199281)
H (0.901021, 6.555002, 3.452452)
H (1.976946, 6.834623, 4.799838)
H (1.825422, 2.121027, 2.404143)
H (0.878638, 2.711098, 3.774175)
H (3.898960, 2.013668, 3.799652)
H (2.477312, 1.094360, 4.561781)
H (2.953636, 2.618691, 5.214447)
C (1.356040, -5.155808, 0.867636)
O (1.515828, -3.999005, 0.601034)
N (2.126922, -5.820341, 1.733519)
C (2.001962, -7.235050, 1.912719)
C (3.157579, -5.188970, 2.500139)
H (0.487541, -5.716009, 0.573077)
H (1.144157, -7.624748, 1.326391)
H (1.857224, -7.476862, 2.950214)
H (2.900255, -7.774542, 1.622231)
H (2.940511, -5.295970, 3.574794)
H (4.118552, -5.645657, 2.371504)
H (3.198882, -4.141353, 2.196515)
C (-0.127380, -1.868932, -4.629361)
O (-0.643486, -2.325944, -3.593623)
N (0.973410, -1.110351, -4.749309)
C (1.527712, -0.815167, -6.054066)
C (1.729135, -0.715101, -3.571413)
H (-0.606238, -2.193629, -5.579518)
H (2.431503, -1.365900, -6.300297)
H (1.798442, 0.269785, -5.974419)
H (0.820416, -0.906291, -6.883904)
H (1.112820, -0.982796, -2.693600)
H (2.621773, -1.329184, -3.454856)
H (1.995566, 0.312794, -3.605607)
C (0.782571, 6.043430, 0.480217)
O (1.455362, 7.030776, 0.332565)
N (-0.373339, 5.982974, 1.145851)
C (-1.008511, 7.108080, 1.779245)
C (-1.144135, 4.755921, 1.188396)
H (1.059094, 5.161970, -0.050144)
H (-0.290755, 7.940224, 1.785727)
H (-1.423765, 6.776554, 2.719032)
H (-1.860701, 7.493937, 1.241539)
H (-0.471760, 3.981384, 0.844286)
H (-1.456204, 4.610670, 2.224473)
H (-1.971040, 4.817609, 0.465775)
C (3.334540, 2.833113, -4.319865)
O (3.314437, 1.657623, -4.581545)
N (3.596654, 3.366215, -3.125803)
C (3.575057, 4.748042, -2.820825)
C (3.796728, 2.390426, -1.994282)
H (3.057594, 3.664959, -4.976150)
H (2.944989, 4.889347, -1.941780)
H (3.280946, 5.351300, -3.669579)
H (4.617944, 5.093514, -2.576471)
H (4.404997, 2.857068, -1.246809)
H (2.823928, 2.102624, -1.603980)
H (4.449309, 1.624912, -2.389821)
C (-3.885645, -1.514787, -4.938185)
O (-4.388187, -1.194494, -5.991932)
N (-4.408968, -1.244167, -3.728775)
C (-3.794544, -1.668966, -2.513651)
C (-5.562993, -0.329733, -3.723653)
H (-2.971805, -2.105882, -4.908500)
H (-4.266649, -2.555384, -2.039165)
H (-3.848779, -0.852701, -1.801782)
H (-2.755827, -1.868877, -2.804316)
H (-5.387383, 0.319683, -4.568771)
H (-6.462705, -0.899637, -3.954750)
H (-5.710494, 0.220601, -2.804464)
C (-0.294343, -2.308693, 5.756794)
O (-0.652774, -2.928515, 6.705124)
N (-0.117092, -2.795268, 4.492012)
C (-0.211534, -4.198046, 4.197295)
C (0.633986, -2.011396, 3.545407)
H (-0.050021, -1.252825, 5.634879)
H (-0.681628, -4.401796, 3.230661)
H (-0.812205, -4.633844, 4.988287)
H (0.778445, -4.622972, 4.202077)
H (1.731604, -2.262615, 3.521794)
H (0.194520, -1.950422, 2.542002)
H (0.485981, -0.977892, 3.835616)
C (-3.807332, 2.251613, -0.070719)
O (-3.320795, 1.131867, -0.318893)
N (-3.992736, 3.221555, -0.971535)
C (-4.657041, 4.503901, -0.652571)
C (-3.687528, 2.884672, -2.347425)
H (-4.141462, 2.489864, 0.928987)
H (-5.646789, 4.507036, -1.148403)
H (-4.075426, 5.292900, -1.164815)
H (-4.776666, 4.571096, 0.399954)
H (-3.363625, 1.865049, -2.318445)
H (-4.606938, 2.908853, -2.958626)
H (-2.954973, 3.578698, -2.757912)
C (0.169288, 1.224546, -0.187643)
O (1.052101, 2.062508, -0.031333)
N (0.414993, -0.075884, -0.007260)
C (-0.663273, -1.034379, -0.250464)
C (1.651315, -0.655006, 0.310800)
H (-0.837892, 1.502952, -0.467036)
H (-0.650729, -1.407827, -1.298126)
H (-1.638024, -0.565135, -0.109112)
H (-0.417120, -1.902424, 0.378880)
H (2.364787, -0.584704, -0.514698)
H (2.049755, -0.197957, 1.201034)
H (1.480202, -1.729548, 0.466002)

Atomic forces in eV per Å
C 1.199 -0.861 0.293
C -2.105 -0.739 0.082
N 0.606 -0.160 -0.122
C -1.652 0.172 -0.204
C -0.568 1.074 -1.899
C -0.491 1.928 -0.717
C -0.280 -1.056 0.901
H -0.296 -0.079 -0.458
H 0.159 0.072 0.106
H -0.305 0.622 -0.134
H 0.078 0.026 -0.145
H 0.719 0.540 0.252
H 0.622 -0.940 0.295
H 0.726 -0.206 0.159
H 0.308 -0.283 0.177
H -0.033 -0.331 0.057
H 0.512 0.121 1.557
H 0.468 -0.372 -0.516
H -0.081 -0.021 0.479
H 0.212 -0.009 -0.099
H 0.580 0.056 -0.072
H -0.592 0.419 0.115
C -1.028 0.169 0.341
C 0.175 -0.345 0.098
N -0.991 0.147 0.073
C -0.170 0.426 -0.029
C -1.260 0.018 -0.258
C -0.301 0.645 1.196
C -0.070 -0.366 -1.230
H 0.829 0.076 0.047
H 0.156 -0.361 -0.673
H 0.161 -0.022 0.123
H -0.499 0.327 0.395
H 0.734 -0.192 -0.193
H 0.456 -0.396 0.159
H -0.244 -0.205 -0.198
H 0.144 -0.004 -0.065
H 1.037 0.152 0.082
H 0.415 -0.038 0.052
H 0.344 -0.227 -0.312
H -0.014 0.050 -0.656
H -0.016 0.149 0.027
H 0.463 -0.063 0.809
H -0.163 0.110 0.198
C -0.283 0.989 0.845
C -0.221 0.670 -0.486
N -0.843 -0.266 0.167
C 1.571 -0.105 0.083
C -1.333 0.641 -0.609
C 0.533 -0.530 -0.068
C -0.600 0.956 0.487
H 0.011 -1.235 -0.940
H -0.045 0.133 0.558
H 0.333 -0.238 -0.146
H 0.410 -0.094 -0.056
H 0.136 -0.544 0.256
H 0.059 0.114 -0.204
H -0.556 0.051 0.289
H 0.066 -0.295 0.565
H 0.003 -0.307 -0.354
H 0.248 0.267 0.418
H 0.105 0.130 -0.528
H 0.204 0.168 -0.145
H 0.480 -0.209 -0.208
H 0.029 -0.327 0.113
H -0.079 -0.022 -0.133
C -0.490 -0.077 -0.343
C -0.817 0.207 0.613
N -0.030 -0.265 -2.009
C 0.362 0.937 0.909
C 0.216 -0.991 0.160
C -0.500 -0.135 -0.959
C 1.209 -0.967 0.282
H 0.227 -0.028 1.028
H 0.603 -0.083 -0.264
H 0.641 -0.332 -0.225
H -0.511 -0.485 0.305
H 0.322 0.617 0.091
H -0.199 0.083 -0.200
H 0.293 -0.231 0.046
H -0.409 0.537 -0.315
H -0.321 0.306 0.106
H 0.093 -0.262 -0.216
H 0.029 0.288 0.055
H -0.105 0.459 0.473
H 0.002 0.045 0.091
H -0.760 -0.060 0.363
H 0.143 0.183 -0.094
C -0.834 0.102 0.170
C 0.449 0.303 0.905
N 0.043 -1.448 -0.467
C -1.086 0.331 -1.014
C 0.728 0.048 0.369
C -0.238 0.618 -0.714
C -0.496 0.436 0.979
H -0.169 -0.020 0.714
H 0.450 -0.061 -1.033
H -0.035 0.806 -0.126
H 0.200 -1.208 0.178
H -0.235 -0.107 -0.479
H 0.295 -0.023 0.320
H 0.474 0.401 0.659
H -0.490 -0.133 0.000
H 0.494 -0.318 -0.105
H -0.009 0.748 0.494
H -0.140 0.037 -0.129
H 0.369 -0.196 0.014
H -0.374 -0.328 0.353
H 0.539 0.040 -0.426
H 0.222 -0.148 -0.596
C -0.151 -0.215 1.273
O 0.069 1.854 -0.781
N 0.444 -1.027 0.170
C -0.682 -0.646 -0.497
C -0.281 0.736 0.474
H -0.552 -0.592 -0.737
H 0.502 0.214 0.348
H -0.313 -0.079 0.641
H 0.207 0.047 -0.342
H -0.115 0.257 -0.207
H 0.620 -0.329 -0.457
H 0.076 -0.113 0.277
C -0.798 -1.438 0.575
O 0.848 1.016 -0.685
N -0.597 -0.784 -0.041
C 0.226 2.076 0.070
C -0.803 -1.489 0.750
H 0.471 0.570 -0.038
H 0.098 -0.255 0.219
H 0.086 -0.866 -0.505
H -0.157 -0.234 0.431
H 0.141 0.434 -0.393
H 0.271 0.065 -0.282
H 0.129 0.741 -0.009
C -0.478 0.561 -0.359
O 0.821 1.432 0.155
N -1.173 -0.429 0.237
C 0.768 0.620 -0.559
C 0.635 0.454 -0.560
H 0.067 -1.355 -0.013
H -0.175 -0.326 0.640
H 0.352 0.251 0.711
H -0.453 -0.092 -0.708
H -0.023 -0.592 0.205
H -0.234 -0.387 -0.196
H -0.187 -0.098 0.464
C -0.370 1.761 0.486
O 0.117 -0.924 -0.622
N 0.404 -2.273 1.338
C 1.385 0.765 0.657
C 0.340 1.273 -1.441
H 0.034 -0.149 -0.944
H -0.105 0.465 -0.138
H -0.471 0.035 -0.144
H -0.872 -0.197 0.044
H 0.009 0.587 0.668
H 0.163 -0.399 0.120
H -0.485 -0.732 -0.039
C -0.158 -0.580 0.297
O -0.236 0.436 -0.698
N -1.079 1.008 -0.152
C 0.475 -0.396 0.229
C 0.234 -1.047 -0.734
H 0.385 -0.207 0.289
H 0.191 0.324 -0.430
H 0.276 0.133 0.261
H -0.042 -0.253 0.707
H -0.253 0.515 -0.100
H -0.219 0.089 0.098
H 0.384 -0.065 0.311
C 0.684 0.255 -2.494
O -0.565 -0.525 1.482
N 0.194 -0.343 -0.726
C -0.609 -0.016 0.285
C 0.269 0.837 -0.070
H -0.012 0.673 1.217
H 0.078 0.418 0.114
H 0.012 -0.336 0.053
H 0.494 -0.482 0.007
H -1.020 0.156 -0.153
H 0.155 -0.933 0.044
H 0.575 0.472 0.346
C 0.445 -1.332 -0.464
O -0.487 1.220 0.412
N -0.285 0.242 0.200
C 0.183 -1.144 -2.333
C -0.924 0.725 -0.191
H -0.113 0.330 0.553
H 0.263 0.027 0.364
H -0.169 -0.053 0.828
H 0.104 0.486 0.867
H 0.575 -0.348 -0.326
H 0.238 0.183 0.143
H -0.048 -0.347 -0.214
C 1.716 -0.219 0.416
O 0.119 0.717 -0.127
N -2.945 -0.093 -0.827
C 0.239 -0.410 -0.872
C 1.163 -0.714 -0.103
H -0.613 -0.181 -0.145
H 0.125 0.152 0.417
H 0.040 -0.214 0.425
H -0.873 0.236 0.000
H 0.063 0.271 0.090
H 0.517 0.153 0.349
H 0.319 0.395 0.147

Results
- LUMO: 0.39 eV
- ΔE to the lowest compared entry with this formula, charge and spin: 0.042 eV
- Energy: -93871.840 eV
- F_max: 0.060 hartree/bohr